(1)
14
Properties=species:S:1:pos:R:3 method="wB97M-V/def2-TZVPD" relative_energy_ev=1.770 gap_ha=0.2156 smiles=[O-]CNCCS total_energy_ha=-647.2745 molar_mass_g_mol=106.17 e_lumo_ev=3.21 total_charge=-1
C -0.37237 -0.70039 0.23710
H -0.27070 1.01019 1.56578
H -1.04439 -1.31937 0.84676
H 0.59054 -0.11238 -2.00669
H -0.79397 0.72302 -2.70921
H 1.39734 -1.78083 2.00851
H -1.62360 0.73503 -0.33545
C 0.38527 0.21483 1.20196
O 0.37414 1.81475 -1.33582
H 1.19874 0.71952 0.71026
S 1.06252 -0.66213 2.66145
H 0.36039 -1.34003 -0.25975
N -1.09579 0.00022 -0.80184
C -0.16810 0.69756 -1.78307



(2)
13
Properties=species:S:1:pos:R:3 method="wB97M-V/def2-TZVPD" relative_energy_ev=2.761 gap_ha=0.3818 smiles=NC[C@@H]1CN1 total_energy_ha=-228.5472 molar_mass_g_mol=72.11 e_lumo_ev=1.12 total_charge=0
H 2.10598 1.31554 0.46710
H -0.65048 -0.43006 -1.24334
H -1.02913 -1.55751 -0.00406
N -2.05020 0.38038 0.04939
N 1.45554 -0.70402 -0.20154
H -2.71398 0.13384 -0.75032
H 0.42689 0.00219 1.53761
C 0.38471 -0.02295 0.45162
C 1.40688 0.82819 -0.14957
C -0.90216 -0.42137 -0.20169
H 1.21083 1.35215 -1.07643
H -2.60931 0.15636 0.95660
H 2.08523 -1.01034 0.57576



(3)
72
Properties=species:S:1:pos:R:3 method="wB97M-V/def2-TZVPD" relative_energy_ev=0.000 gap_ha="0.3079 / 0.2509" total_energy_ha=-2154.8443 molar_mass_g_mol=651.57 multiplicity=2 e_lumo_ev="-2.31 / -3.91" total_charge=+1
N 1.60695 1.64715 0.56055
C 4.22563 -1.44929 0.77125
N -0.77906 -0.33791 0.20362
H 4.99809 -1.20461 1.50541
C -1.67154 0.46633 -0.36727
C 0.20559 1.29963 -6.34072
H 1.12557 -5.47078 -1.15458
H 1.43590 4.89347 0.99813
H -0.79372 -1.18820 -8.18897
N 1.03052 -0.54837 2.31874
H 2.92495 2.54743 -3.43124
C 2.96538 1.71886 -2.72364
H -0.19646 -2.33183 4.68038
C 1.54425 -3.31614 -0.80791
C 1.74468 3.86771 0.88356
C 1.27904 -0.64839 4.52871
C 0.89619 2.77590 0.64745
H -3.47616 -1.52504 1.47271
C 0.06230 -4.36083 0.43052
H 3.94816 3.92299 1.14339
H 6.37682 -3.05340 0.59122
N 1.06471 -2.43664 0.06728
H 0.39099 2.69625 -4.72166
Ru 1.29973 -0.35727 0.32632
H -3.88781 0.57504 -0.24453
H 3.34769 2.06673 -1.76527
C -0.01526 -0.42496 -8.16604
C -2.76875 -0.93575 0.91435
H -0.10766 2.05738 -7.04740
C 6.63259 -3.26146 -1.52455
C -2.95703 0.12330 0.04728
C 0.30025 -0.02715 -6.75234
H 3.55735 0.90158 -3.12997
H 0.86638 -0.84317 -8.65375
H 1.27354 -1.39697 -3.78844
C 6.00374 -2.77665 -0.38845
C 4.89963 -1.93631 -0.49453
H 3.58117 -0.93866 -1.84641
C 3.82567 0.89795 0.79780
C 0.93981 -4.55948 -0.61531
H 4.88097 1.03363 1.02597
H -0.35512 0.42627 -8.75249
N 0.24356 -1.54208 2.78954
H 7.49098 -3.91276 -1.42653
H 2.29938 -3.02641 -1.51991
C 1.66350 -0.00258 3.36199
B -0.70898 -2.27410 1.80735
O 1.32572 -0.15480 -1.73316
C 2.93608 1.98776 0.75816
H 6.66410 -3.28297 -3.67047
H 0.75203 -2.02743 -6.12313
C 0.89409 0.68517 -4.13781
N 0.15790 -3.08362 0.82828
H -0.61807 -5.03481 0.92298
C 0.49050 1.66291 -5.03414
N 3.34634 -0.29450 0.58656
C 4.44422 -1.58310 -1.75805
H -0.17909 2.77144 0.55467
C 5.07363 -2.06630 -2.89825
C 6.16943 -2.90778 -2.78462
H 1.59659 -0.43660 5.53369
C 0.37214 -1.61269 4.11498
H 4.70578 -1.78684 -3.87853
C 0.98787 -0.64643 -4.51304
H 2.33174 0.83091 3.21586
H 3.62251 -2.25082 1.20445
H -1.48150 -2.97138 2.39253
H -1.35075 1.23551 -1.05166
S 1.27302 1.19149 -2.48138
C 3.04172 3.36859 0.95997
C 0.68820 -0.98934 -5.82021
N -1.45650 -1.19581 0.99222



(4)
30
Properties=species:S:1:pos:R:3 method="wB97M-V/def2-TZVPD" relative_energy_ev=1.661 gap_ha=0.3652 smiles="C=CCCCC.O.O.O.O" total_energy_ha=-541.4937 molar_mass_g_mol=156.22 e_lumo_ev=0.44 total_charge=0
H -1.05062 -2.44060 -1.97229
H -1.26749 -0.71435 0.06540
H 3.32997 1.22893 -0.07546
C -1.04840 -0.26782 1.03188
H -0.51538 0.81091 -3.29172
O -1.28011 -2.81837 -2.83527
H -0.46609 -0.82366 3.06924
H 0.19927 2.11663 -3.12701
H -1.74699 1.46491 2.08518
H -1.95692 -2.21505 -3.16051
H 2.21925 -0.11073 -0.60524
H 3.54761 -0.37368 0.54316
O 0.15724 3.15116 -0.40757
O -3.39913 -1.63622 -1.52212
H 0.92369 1.16350 1.20898
H 0.24983 3.80898 0.30804
C -0.22425 -1.01458 2.02405
H 2.28074 0.96400 2.30716
O 0.13141 1.38101 -3.75089
H -3.30449 -1.38779 -0.59730
C 1.82655 0.54544 1.42936
H 1.54841 -1.57832 1.03278
H 1.84893 -1.30846 2.69487
C 2.78087 0.34797 0.24850
H 1.02532 2.76184 -0.20864
C -1.55974 0.97007 1.14051
C 1.32114 -0.86180 1.85318
H -1.65916 1.50402 0.22226
H -0.49390 -2.07104 1.83608
H -3.41757 -2.59689 -1.54662



(5)
86
Properties=species:S:1:pos:R:3 method="wB97M-V/def2-TZVPD" relative_energy_ev=1.245 gap_ha=0.3094 total_energy_ha=-2638.8195 molar_mass_g_mol=670.40 e_lumo_ev=-6.54 total_charge=+2
H 7.93514 1.49819 -1.95045
C 4.55615 1.52376 -1.12950
H -5.12868 3.25507 3.32451
H -4.32847 1.15868 -1.04523
C -3.72218 0.26533 -0.89555
H -1.69016 1.42162 1.44947
C 6.91279 1.57704 -2.32015
H 5.50345 -0.87520 0.31882
H -2.83571 -3.52278 1.82115
O -3.47508 -3.14246 -5.88373
S -3.43471 -3.99309 -3.18136
H 4.98821 3.13914 1.16592
H 1.72391 1.65060 2.06234
H -5.64963 2.11112 4.54875
H -5.89019 -3.85466 2.10520
C 4.49633 -2.04231 1.81724
H 4.17210 2.26258 -1.83290
H 6.57742 0.64533 -2.77572
H -2.73113 2.61867 0.61278
H -4.94321 -4.76945 0.95219
H 3.72685 -1.19656 -0.04584
H 6.56550 1.13639 -0.27799
H 7.34046 2.27595 -4.27812
O 1.50841 -2.63993 -0.84966
S -2.84531 -2.47483 -4.69763
C -3.05446 -0.86095 1.36088
O -0.64828 -2.81564 -0.71969
C 4.00395 3.14934 0.69771
H -6.50793 2.14991 3.09408
C -4.91766 -4.32004 1.94491
C 1.75591 2.41314 1.28413
C -4.16856 -1.94828 1.32596
H 3.73385 0.68651 2.14050
H -3.45961 1.44602 3.14628
C -5.49160 2.23877 3.47785
O -4.49984 -3.21371 -2.54151
H 3.94589 3.81536 -0.16319
H 3.31062 3.07450 2.53597
F -1.66956 -1.72752 -5.45594
Sr 0.33648 -3.37359 -3.21475
C 6.09885 1.76343 -1.03768
H -5.56884 0.51829 1.24228
C 4.29010 0.52795 1.21663
H -2.13586 -1.22926 0.90411
C 6.72947 2.60870 -3.43904
H 1.95495 0.71035 -0.07523
C -1.62949 1.50151 -0.76942
H -4.60589 -5.04561 2.69621
H -3.82629 -2.98833 3.14869
H 0.70511 2.69649 1.34435
H 4.70972 -3.05121 1.46415
C -4.68608 1.13604 1.40727
H -4.60792 0.24395 3.22543
H 3.67332 -2.04083 2.53191
H 5.68151 2.82006 -3.65167
H -1.88693 -0.66139 -1.26103
O 0.37154 -1.47286 0.49683
N 3.82733 1.65684 0.26846
H 2.15557 2.34844 -0.88227
H 7.17114 3.56507 -3.15909
C -4.50037 1.27020 2.87421
C 4.48212 -0.93417 0.69499
C -3.83992 -3.18454 2.07658
N -3.45828 0.47876 0.65277
C 2.29891 1.74102 0.01137
O -3.48721 -1.29931 -4.14156
H -2.27655 0.37833 -2.55094
C 2.83471 3.41460 1.61623
O -3.72386 -5.23545 -3.86123
H -2.80329 -0.56909 2.38060
H -4.21828 -0.68174 -1.10781
H -4.39327 -2.34567 0.33617
H -1.74803 2.45629 -1.28170
N 0.41675 -2.35825 -0.32562
H 5.41402 -1.93495 2.39553
H -0.55487 1.35754 -0.65726
H 2.47066 4.42761 1.78769
F -2.67642 -4.56132 -1.88915
C -2.34395 0.30685 -1.46537
H 6.36510 2.69438 -0.53713
H -5.13595 -1.54516 1.62553
C -2.31568 1.61158 0.57726
H -4.83164 2.08754 0.89583
N -1.99693 -3.28420 -3.78114
H 5.29258 0.85823 1.48873
H 4.30684 0.50128 -1.41316



(6)
14
Properties=species:S:1:pos:R:3 method="wB97M-V/def2-TZVPD" relative_energy_ev=4.373 gap_ha=0.3819 smiles="C=C[NH+]=C1CC1" total_energy_ha=-249.6644 molar_mass_g_mol=82.13 e_lumo_ev=-4.78 total_charge=+1
C 1.89395 -0.47896 -1.00359
H -3.00215 0.54668 0.84058
N -0.41337 0.20661 0.15894
H -0.89028 1.16005 -0.06722
C 0.71507 0.20322 -0.55752
H 1.61550 1.51317 -2.11821
C -1.43437 -0.71990 1.18672
H 2.47350 -0.93397 -0.12727
H 2.43845 1.56313 -0.51158
H 1.65156 -1.25111 -1.74782
H -3.06706 -0.91763 2.07881
C -2.67786 -0.28819 1.34633
C 1.75875 1.00757 -1.15672
H -1.06169 -1.61065 1.67855



(7)
12
Properties=species:S:1:pos:R:3 method="wB97M-V/def2-TZVPD" relative_energy_ev=2.125 gap_ha=0.3833 smiles="C=C1CC1.Br" total_energy_ha=-2730.5301 molar_mass_g_mol=135.00 e_lumo_ev=0.64 total_charge=0
Br -1.07471 0.60708 -3.01757
H 0.27551 1.63977 -0.41610
H 1.75412 0.07720 1.82070
C -0.07346 -0.15460 0.67958
C -0.92802 -1.08815 0.45306
C 1.34769 0.08013 0.85414
H -0.54292 -2.19921 0.37039
H 0.25198 1.89377 1.34796
C 0.39009 1.21067 0.55680
H -1.88802 -1.04061 0.03761
H -1.50674 -0.74199 -2.73400
H 1.99448 -0.28406 0.04743



(8)
15
Properties=species:S:1:pos:R:3 method="wB97M-V/def2-TZVPD" relative_energy_ev=4.677 gap_ha=0.3001 total_energy_ha=-1065.8101 molar_mass_g_mol=140.23 e_lumo_ev=0.00 total_charge=0
S -0.93496 -1.18021 0.86313
H 0.54474 -0.83530 2.64544
C -1.91022 0.01605 0.27906
S 1.69734 -0.16229 -0.61435
H 0.56325 0.39176 1.38567
H 1.33061 1.02031 -2.86420
H -2.53001 -0.40497 -0.47130
H -0.14147 0.57286 -2.02303
H 1.01153 -0.63795 -2.77900
C -0.12550 -0.16944 2.12267
C 0.82188 0.25998 -2.24884
O 1.55799 1.09091 0.12500
O 0.75946 -1.29399 -0.03211
H -0.62992 0.46215 2.77390
H -2.01470 0.87013 0.83796



(9)
17
Properties=species:S:1:pos:R:3 method="wB97M-V/def2-TZVPD" relative_energy_ev=2.034 gap_ha=0.3741 total_energy_ha=-488.5670 molar_mass_g_mol=132.12 e_lumo_ev=0.67 total_charge=0
O 0.72620 2.34781 -0.04821
C 0.25456 1.22817 -0.05171
N 0.15283 0.23594 0.82752
H 0.49620 -0.74927 -2.51727
H -1.10782 1.13607 -1.63349
H 1.51950 0.40384 -1.98913
H 1.84633 0.82959 1.93010
O 0.12827 -1.97314 -0.37787
C -0.52415 -0.96953 -0.17512
H 0.39451 0.50530 2.87348
H 1.32320 -0.85423 2.16912
C 0.97738 0.17069 2.01048
N 0.57162 0.25483 -2.34160
N -0.31754 0.59463 -1.28425
H -2.29729 -0.24304 0.49413
H -2.24203 -1.92251 0.16558
N -1.90176 -0.99516 -0.05177



(10)
25
Properties=species:S:1:pos:R:3 method="wB97M-V/def2-TZVPD" relative_energy_ev=10.003 gap_ha=0.3341 total_energy_ha=-796.2104 molar_mass_g_mol=214.18 e_lumo_ev=-0.02 total_charge=0
H 2.10043 -1.35725 -0.62341
H -1.30447 2.24871 1.40397
C 2.06867 0.85376 0.10812
C -0.79553 1.93141 0.47062
O -3.50208 -1.17992 1.70741
C 0.33340 -2.46914 -0.37171
H 0.94507 -3.41089 -0.43864
H 2.13905 0.36196 1.02917
C -0.29581 0.52971 0.65909
H 0.10699 2.50673 0.17621
C 0.74917 0.10306 -0.40570
H 1.98650 1.99359 0.21898
H -1.56965 -3.68076 -0.75572
H -3.20504 -0.37809 2.16851
C -2.01986 -1.86287 0.09176
O -0.04346 -0.31881 -2.51559
N -2.88069 -1.02064 0.36832
O -3.21379 -0.05661 -0.24225
N 0.35979 0.60004 -1.78822
H 2.94242 0.72257 -0.65989
O -0.50909 -0.25413 1.56022
C -1.16046 -2.69417 -0.34889
H -1.46205 1.94311 -0.37764
O 0.45595 1.73642 -2.06063
C 1.04795 -1.31508 -0.45396



(11)
8
Properties=species:S:1:pos:R:3 method="wB97M-V/def2-TZVPD" relative_energy_ev=1.912 gap_ha=0.2716 total_energy_ha=-1176.7317 molar_mass_g_mol=314.01 e_lumo_ev=-1.06 total_charge=0
H -4.58511 1.82488 -0.07520
I -0.35475 1.45742 3.93269
Si -3.52063 2.14622 -1.11281
H -2.46855 3.16805 -0.81527
H -3.83587 2.20967 -2.53957
Si -2.03782 2.05818 2.23516
I -1.93391 0.33808 -1.04628
H -1.36541 3.03888 1.15667



(12)
120
Properties=species:S:1:pos:R:3 method="wB97M-V/def2-TZVPD" relative_energy_ev=18.861 gap_ha=0.3486 total_energy_ha=-3057.0642 molar_mass_g_mol=720.60 e_lumo_ev=-0.77 total_charge=0
H 1.51767 0.27964 -3.84186
O 0.00327 -5.54935 2.10746
H -2.14654 2.50063 -3.28015
H 0.26124 -6.26636 2.81517
O -2.86918 5.54881 -0.41103
O -1.52057 3.06462 -3.13365
O -2.96757 -2.92193 -0.61865
H 3.64878 1.02457 3.25124
H -1.94508 4.25961 2.08900
H 6.48402 1.54859 -1.36583
H -1.44465 2.36685 0.18663
O -0.80877 -2.92218 0.81032
H -2.49078 -2.59846 -1.21958
H -2.41915 -1.90299 5.30197
H -2.69303 -0.42018 3.31799
H 5.19815 -0.24044 -0.62345
O 3.75407 -2.18925 -3.29515
H 4.04846 -4.96060 -2.31165
H -0.30289 1.14845 2.83869
H 5.38761 0.16397 -2.86073
H -4.33236 -0.29083 -3.05406
O -3.11250 0.59231 -1.69138
H 0.83751 -5.10126 -0.17220
H -2.36989 -6.05858 -0.21488
O -4.63536 0.30043 -3.70042
O 1.71276 1.95545 -3.60133
H 1.77655 0.34551 1.42760
H 1.14628 -1.08264 -3.61417
H 2.56811 1.80669 -0.00013
H -0.66954 2.69751 -2.91064
H 5.24751 -1.50911 -1.33329
O 0.23711 6.41663 0.91556
O -5.25762 0.36954 2.64753
H -1.08691 -2.52985 1.55834
H 3.28116 1.19006 -1.09489
H -3.40849 -3.39854 -4.17881
H -5.93384 0.17931 3.23792
H 5.56718 1.76050 -0.14739
H 2.45697 -3.98327 -4.47840
O -0.80888 -1.52729 -1.44782
H -4.98407 1.21250 2.80383
O -3.22374 -4.00012 2.64314
H -3.35813 1.56023 -1.64533
O 5.52376 0.08253 -3.92805
H -4.07039 0.26675 3.57058
H -5.43894 0.57095 -3.27942
H 1.26456 -1.03101 4.23497
H 0.85017 -3.66327 -0.46306
H -2.37346 5.40984 -1.15504
H -3.53556 -3.14363 2.54258
H -2.44154 -3.63803 -0.29152
H -2.78250 -5.80748 1.17311
H -4.17057 4.51626 1.54466
O 1.13373 -4.59430 -0.80078
H 0.65033 6.07262 0.01322
H 4.52366 3.23584 -2.00414
O 2.37310 -4.87063 -4.16179
H -4.75467 -2.48564 1.13623
H 5.67200 -0.91621 -3.84408
O -3.87492 3.17705 -1.39956
H 4.95078 1.52334 2.12500
O 1.68004 -1.83681 2.14919
O 4.32315 3.92828 -1.38074
H 4.69407 3.55155 -0.56416
O 2.39734 1.27151 -0.75904
H -0.17832 2.17393 -0.56429
H -3.42704 -4.21867 3.64737
O -5.58644 -2.08361 0.80676
H 6.02795 0.88811 1.28009
H 1.13631 -2.32234 1.49502
H -3.28010 0.01146 -1.09830
H -2.99864 3.71380 -1.48209
H -3.35150 3.72122 0.42127
H -1.97082 -3.12368 -4.51656
H -3.29558 -0.39411 1.06947
O 0.81849 3.88094 -1.67124
O 5.80415 -0.79647 -1.01784
H -1.20138 2.12957 2.19274
H 1.80255 2.97287 1.83963
H 3.14760 0.41420 4.52825
O 1.26524 -0.19446 4.00850
H -0.71483 -1.89978 -0.64442
O -3.10203 -5.68895 0.26683
H -2.37106 -1.07309 0.06289
H -2.38960 5.59454 0.28140
H -0.70749 5.06362 2.41304
O 1.42834 3.58157 2.50779
H 3.98656 -2.79156 -2.60710
O -1.73478 -2.37609 4.92377
H 3.22576 -4.39068 -1.21725
H 1.63551 3.69874 -1.89586
O -1.13240 1.60958 3.03993
O -3.53075 3.92092 1.31906
O -2.56019 -0.96065 1.08879
H 0.43439 3.29999 2.54564
H 2.37898 1.54219 -3.16735
H 0.97844 6.59586 1.57154
H 2.05540 -4.72847 -3.28857
H 1.04389 -1.20303 2.37096
H -0.24396 -4.82808 2.75414
O -3.30254 -0.20524 4.07120
H -1.74764 -2.31307 3.98081
H 0.71665 4.72519 -2.03872
O -2.65660 -3.76450 -4.73274
O 4.17014 -4.21893 -1.44356
O 5.63449 1.70675 1.29835
H -5.01783 -1.43433 0.50106
O 1.74782 -0.58313 -4.13839
O 5.66383 1.83964 -1.12192
H 1.78787 1.23112 2.54742
H 2.96593 -2.23275 -3.91989
O 3.88403 0.83626 4.23876
O -0.90877 1.76038 -0.23123
H -1.42710 -3.68422 0.34607
O 2.20333 1.20382 1.70640
H -0.97189 -0.58779 -1.47367
H 1.10034 0.31657 4.71451
H 1.23493 1.56839 -4.28396
O -1.32458 4.61345 2.91279
H -4.08402 3.02430 -2.36097



Repeat the first record exactly.
14
Properties=species:S:1:pos:R:3 method="wB97M-V/def2-TZVPD" relative_energy_ev=1.770 gap_ha=0.2156 smiles=[O-]CNCCS total_energy_ha=-647.2745 molar_mass_g_mol=106.17 e_lumo_ev=3.21 total_charge=-1
C -0.37237 -0.70039 0.23710
H -0.27070 1.01019 1.56578
H -1.04439 -1.31937 0.84676
H 0.59054 -0.11238 -2.00669
H -0.79397 0.72302 -2.70921
H 1.39734 -1.78083 2.00851
H -1.62360 0.73503 -0.33545
C 0.38527 0.21483 1.20196
O 0.37414 1.81475 -1.33582
H 1.19874 0.71952 0.71026
S 1.06252 -0.66213 2.66145
H 0.36039 -1.34003 -0.25975
N -1.09579 0.00022 -0.80184
C -0.16810 0.69756 -1.78307